Record 1
The following is a DFT calculation (ωB97M-V/def2-TZVPD) of C17H18Cl5N8O4STa as an isolated structure.

Geometry as XYZ:
```
54
Properties=species:S:1:pos:R:3:forces:R:3
Ta -0.1414 -0.1703 0.0195 -0.33 0.18 0.22
N -0.8275 1.2309 1.8264 -0.08 -0.11 -0.07
N -2.1818 1.5753 1.9780 -0.06 -0.07 -0.02
C -3.1605 1.1090 1.1532 0.04 0.12 -0.01
N -4.3917 1.5290 1.4310 0.00 -0.04 -0.05
N -2.7668 0.3023 0.1805 -0.04 0.06 -0.04
N -3.7113 -0.2929 -0.6335 0.05 -0.43 -0.01
O -4.9038 -0.0232 -0.5393 0.12 0.04 -0.08
O -3.2592 -1.1065 -1.4114 -0.03 0.31 0.17
H -0.5080 0.7574 2.6692 -0.02 -0.01 -0.01
H -0.2735 2.0789 1.7083 -0.02 -0.02 -0.02
H -2.3909 2.3556 2.5790 0.01 -0.01 0.02
H -4.5860 2.0630 2.2596 0.01 -0.01 0.01
H -5.1366 1.1965 0.8349 -0.01 0.01 0.02
O 1.4879 0.4787 -1.1880 -0.01 -0.15 -0.03
N 1.5324 1.4864 -2.0568 -0.11 0.02 0.05
C 2.7105 1.7245 -2.6718 0.01 0.05 -0.04
C 2.8143 2.7543 -3.5640 0.02 -0.02 0.00
C 1.6905 3.5452 -3.8216 -0.01 0.02 -0.01
C 0.5066 3.2823 -3.1769 0.01 -0.01 0.01
C 0.4241 2.2269 -2.2615 0.02 -0.03 -0.01
S -0.9767 1.7757 -1.3735 0.02 0.08 -0.04
H 3.5088 1.0543 -2.3928 -0.01 -0.01 0.01
H 3.7598 2.9395 -4.0507 0.00 0.00 0.00
H 1.7541 4.3630 -4.5261 -0.01 0.00 0.00
H -0.3804 3.8734 -3.3518 0.00 0.00 0.00
C -1.6261 -2.4048 1.9000 -0.05 0.03 -0.03
O -0.9675 -1.5180 1.0461 0.29 0.20 0.20
H -2.2026 -3.1310 1.3204 -0.01 0.00 0.00
H -2.3229 -1.8625 2.5464 0.00 -0.01 0.00
H -0.9042 -2.9380 2.5208 -0.01 -0.01 0.01
Cl 1.8244 2.5133 1.0265 0.15 -0.03 0.06
C 2.3408 0.9792 1.7323 -0.02 -0.04 -0.02
C 1.6982 -0.1994 1.3475 -0.06 0.00 -0.17
C 2.2677 -1.3643 1.8642 -0.02 0.02 -0.03
Cl 1.6991 -2.9134 1.3078 0.07 0.00 0.03
C 3.3326 -1.3633 2.7632 0.03 -0.05 0.04
Cl 3.9645 -2.8364 3.3819 0.01 0.04 0.00
C 3.8990 -0.1520 3.1585 0.00 -0.04 0.00
Cl 5.1971 -0.1272 4.2776 0.00 0.01 0.00
C 3.4145 1.0359 2.6184 -0.03 -0.01 -0.02
Cl 4.1395 2.5314 3.0509 0.01 0.01 0.00
C -0.9136 -5.0315 -2.7420 0.00 -0.02 0.00
N -0.5467 -3.6356 -2.5471 0.05 0.01 0.02
C -0.2204 -2.7296 -3.5274 -0.08 0.01 -0.05
C 0.0177 -1.5522 -2.8976 0.08 -0.05 0.04
N -0.1432 -1.7325 -1.5402 0.01 -0.05 -0.12
C -0.4917 -2.9968 -1.3733 0.02 -0.01 0.00
H -0.6876 -5.3103 -3.7669 0.00 0.00 0.00
H -1.9767 -5.1739 -2.5595 0.00 0.01 -0.01
H -0.3370 -5.6643 -2.0714 0.00 0.00 0.00
H -0.1971 -2.9997 -4.5679 -0.01 0.00 0.00
H 0.2886 -0.6033 -3.3222 0.01 0.01 0.01
H -0.6930 -3.4649 -0.4261 0.00 0.00 -0.03
```
Forces are in eV/Å.

Spin multiplicity ... 2
Net charge ... +1
Kohn-Sham gap (alpha / beta) ... 6.9 / 8.7 eV
M ... 788.66 g mol⁻¹
<S²> ... 0.755

---

Record 2
The following is a DFT calculation (ωB97M-V/def2-TZVPD) of C12H19F4N3O6P2Pd as an isolated structure.

Geometry as XYZ:
```
47
Properties=species:S:1:pos:R:3:forces:R:3
Pd -0.5789 0.0300 -0.3227 -0.31 -0.36 0.17
C -3.1902 1.2781 -0.7598 -0.06 0.08 0.03
N -2.4858 0.0304 -1.0922 0.19 0.31 0.28
C -2.4397 -0.1416 -2.5507 0.06 -0.05 -0.15
C -3.1251 -1.1478 -0.4625 -0.09 -0.13 -0.04
C -2.8732 -1.1814 1.0277 -0.11 -0.08 -0.07
N -1.4842 -0.8252 1.2262 0.58 -0.13 -0.12
C -0.9094 -0.8514 2.4583 -0.12 -0.01 -0.09
C 0.1664 -0.0113 2.7884 0.41 0.32 0.24
F 0.6001 0.9339 1.9099 -0.15 -0.22 0.11
C 0.8044 -0.0456 4.0142 -0.13 -0.02 -0.21
F 1.8339 0.7995 4.2071 -0.04 -0.05 0.05
C 0.4017 -0.8891 5.0309 -0.03 0.01 -0.10
C -0.6791 -1.6991 4.7446 -0.03 0.01 -0.04
F -1.1340 -2.5577 5.6723 0.05 0.04 0.00
C -1.3078 -1.6905 3.5151 -0.09 -0.20 0.15
F -2.3182 -2.5780 3.3407 0.15 0.10 0.01
H -4.2125 1.2522 -1.1553 0.02 -0.02 0.00
H -2.6496 2.1104 -1.2048 0.01 0.00 0.01
H -3.2193 1.4114 0.3187 0.00 -0.01 0.00
H -3.4567 -0.2431 -2.9452 0.01 0.00 0.03
H -1.8502 -1.0249 -2.7912 -0.01 0.03 0.01
H -1.9513 0.7238 -2.9868 -0.02 0.00 -0.03
H -2.6583 -2.0261 -0.9119 -0.07 0.05 -0.04
H -4.1962 -1.1400 -0.7051 0.07 -0.08 0.04
H -3.1033 -2.1916 1.3797 -0.07 0.17 -0.07
H -3.5453 -0.4921 1.5584 -0.01 -0.01 0.01
H 0.8997 -0.9173 5.9867 0.01 0.01 0.02
N 3.2965 1.0931 -0.2222 -0.06 -0.05 0.12
C 2.7245 0.7834 -1.5946 -0.17 -0.08 0.06
C 3.8036 0.9056 -2.6580 -0.05 0.09 0.01
P 1.3395 2.0546 -1.7480 0.02 -0.20 0.13
O 1.5688 2.7620 -3.1640 0.03 0.03 0.03
O 1.6204 2.9877 -0.6230 0.00 0.03 -0.19
O 0.0175 1.3176 -1.8489 0.20 0.25 -0.07
P 1.9840 -0.9093 -1.4403 -0.45 -0.01 0.30
O 3.3513 -1.7719 -1.5001 -0.08 0.09 0.11
O 1.4898 -0.8921 0.0195 -0.22 0.39 -0.59
O 1.0297 -1.2369 -2.5217 0.49 -0.16 0.03
H 2.8918 2.0313 0.0277 0.05 0.00 -0.03
H 4.3129 1.0930 -0.2072 -0.03 -0.07 0.01
H 2.9031 0.3910 0.4314 0.03 0.09 -0.02
H 4.1790 1.9279 -2.7283 0.01 0.00 -0.01
H 3.3890 0.6363 -3.6270 -0.01 -0.01 -0.02
H 4.6230 0.2188 -2.4457 0.03 -0.01 0.00
H 0.9701 2.4030 -3.8280 -0.03 -0.04 -0.05
H 3.1674 -2.7109 -1.6123 0.02 -0.09 -0.04
```
Forces are in eV/Å.

Spin multiplicity ... 1
Net charge ... 0
Kohn-Sham gap ... 7.4 eV
M ... 545.66 g mol⁻¹

---

Record 3
The following is a DFT calculation (ωB97M-V/def2-TZVPD) of a 2-piece molecular cluster, C5H9N overall at a distorted geometry.

Geometry as XYZ:
```
15
Properties=species:S:1:pos:R:3:forces:R:3
C 0.7360 0.8518 1.9279 -0.02 0.02 0.07
C 1.0495 0.3959 0.5081 0.08 0.00 0.00
C -0.1415 0.5727 -0.4382 0.05 0.05 -0.07
C -0.7473 -1.5433 -2.5444 -0.31 -0.32 0.06
C -1.2426 -0.3442 -0.1152 -0.71 -0.63 0.18
N -2.0844 -1.1032 0.1320 0.87 0.71 -0.39
H 0.4320 1.9051 1.9367 0.05 -0.14 0.02
H -0.0834 0.2621 2.3546 0.12 0.09 -0.04
H 1.6059 0.7468 2.5826 -0.12 0.00 -0.08
H 1.8840 0.9706 0.0910 -0.11 -0.05 0.10
H 1.3568 -0.6566 0.5003 -0.04 0.16 0.00
H -0.5120 1.6035 -0.4204 -0.01 -0.14 0.06
H 0.1331 0.3190 -1.4655 0.05 0.19 0.14
H -0.6702 -2.5880 -2.1823 -0.04 0.11 -0.07
H -1.7897 -1.4780 -2.9150 0.12 -0.05 0.03
```
Forces are in eV/Å.

Spin multiplicity ... 1
Net charge ... 0
Kohn-Sham gap (alpha / beta) ... 8.7 / 8.8 eV
M ... 83.13 g mol⁻¹

---

Record 4
The following is a DFT calculation (ωB97M-V/def2-TZVPD) of C5H8O2 as an isolated structure at a distorted geometry.

Geometry as XYZ:
```
15
Properties=species:S:1:pos:R:3:forces:R:3
C 0.3532 0.3946 -0.8588 -0.28 -0.32 0.92
C -0.9950 0.9169 -0.8794 -0.08 0.12 0.39
C -1.7248 0.6603 0.6664 0.36 -0.80 -0.72
C 0.2882 -1.0956 0.4014 -0.01 0.40 -0.61
C 1.4580 -1.4675 0.9530 -0.17 0.16 -0.17
O 1.3582 1.2264 -0.4236 -0.02 -0.05 -0.03
O -2.8698 0.7969 0.8547 0.44 0.13 0.14
H 1.0363 1.7769 0.3010 -0.05 0.00 -0.06
H 0.6898 -0.2072 -1.6909 -0.01 -0.02 0.04
H -1.6480 0.4156 -1.5896 -0.01 0.05 0.01
H -1.0706 1.9989 -0.9487 0.03 0.00 -0.10
H -0.5047 -0.3199 0.9938 -0.12 0.44 0.02
H -0.3071 -1.8640 -0.0896 0.02 -0.11 0.05
H 1.8163 -2.4877 0.8971 -0.08 -0.03 0.12
H 2.1201 -0.7446 1.4132 0.00 0.04 0.01
```
Forces are in eV/Å.

Spin multiplicity ... 1
Net charge ... 0
Kohn-Sham gap (alpha / beta) ... 7.3 / 7.3 eV
M ... 100.12 g mol⁻¹

---

Record 5
The following is a DFT calculation (ωB97M-V/def2-TZVPD) of C28H30N5O2S2SiSr as an isolated structure.

Geometry as XYZ:
```
69
Properties=species:S:1:pos:R:3:forces:R:3
Sr 0.0855 -0.0264 -0.5815 0.72 -0.25 0.17
N -0.8940 -1.9979 1.0652 0.02 0.29 -0.06
C 0.0686 -2.6340 1.8491 0.03 -0.08 0.02
C 0.0305 -2.4885 3.2372 -0.04 0.05 -0.02
C 0.9920 -3.0716 4.0463 -0.01 0.00 -0.03
C 2.0083 -3.8222 3.4758 0.03 -0.03 -0.01
C 2.0460 -3.9701 2.0955 -0.07 0.06 0.02
C 1.0989 -3.3875 1.2543 0.05 -0.02 0.01
C 1.2092 -3.5760 -0.2264 0.00 -0.01 -0.09
C 1.4356 -4.8806 -0.6823 -0.02 0.03 0.02
C 1.6083 -5.1416 -2.0342 0.01 0.03 0.05
C 1.5625 -4.0822 -2.9282 0.04 0.02 -0.07
C 1.3293 -2.7922 -2.4575 -0.01 -0.06 0.08
C 1.1271 -2.4666 -1.1039 0.02 -0.07 -0.02
H -1.7251 -1.6400 1.5258 0.00 -0.07 0.02
H -1.1013 -2.4318 0.1725 -0.05 -0.11 0.02
H -0.7738 -1.9060 3.6751 0.02 -0.01 -0.01
H 0.9441 -2.9367 5.1201 -0.01 0.00 0.00
H 2.7724 -4.2776 4.0942 -0.01 0.01 -0.01
H 2.8506 -4.5344 1.6393 0.01 0.00 -0.01
H 1.4604 -5.7030 0.0276 0.00 0.01 0.00
H 1.7740 -6.1554 -2.3810 0.00 -0.01 0.00
H 1.6997 -4.2630 -3.9916 -0.01 0.00 0.03
H 1.2898 -1.9982 -3.2075 0.01 -0.02 0.01
C 3.7670 5.6278 0.1035 0.01 -0.05 0.01
Si 3.0651 4.7706 1.6245 0.09 0.01 -0.14
C 4.3115 3.5332 2.2754 -0.04 -0.03 0.02
C 2.8665 6.0600 2.9924 -0.04 0.04 -0.04
C 1.3479 4.1208 1.2059 -0.10 0.06 0.09
C 0.2394 4.9005 1.5055 0.09 -0.07 0.08
C -1.0541 4.4778 1.2065 -0.06 -0.04 -0.03
C -1.1913 3.2416 0.6115 0.09 0.01 0.00
N -0.1538 2.4745 0.2758 -0.15 0.09 0.15
C 1.1084 2.8863 0.5359 -0.05 0.19 -0.06
S 2.3886 1.8648 -0.0124 0.11 -0.07 -0.05
H 4.7344 6.0924 0.3152 -0.02 -0.02 0.01
H 3.0865 6.4042 -0.2559 0.01 -0.01 0.02
H 3.9051 4.9014 -0.7013 -0.02 0.01 0.04
H 5.1684 4.0758 2.6886 -0.02 0.00 0.00
H 4.6532 2.8635 1.4877 -0.02 0.04 0.03
H 3.8849 2.9140 3.0681 0.00 0.01 -0.01
H 3.8479 6.4688 3.2510 -0.02 -0.03 -0.01
H 2.4480 5.6048 3.8944 0.00 0.02 -0.02
H 2.2275 6.9014 2.7115 0.03 -0.04 0.00
H 0.3715 5.8585 1.9986 0.01 -0.02 0.00
H -1.9211 5.0774 1.4481 0.00 0.00 0.00
H -2.1721 2.8309 0.3871 0.02 0.00 0.00
S -1.9036 -4.1062 -4.1158 -0.07 0.05 0.04
C -2.1306 -5.1736 -2.7976 0.01 0.03 0.00
C -2.2241 -4.4595 -1.6478 0.02 0.01 -0.03
N -2.1326 -3.0973 -1.7859 -0.01 -0.01 -0.05
C -1.9613 -2.7750 -3.0304 0.02 -0.10 0.04
H -2.1558 -6.2432 -2.9240 0.00 0.03 0.00
H -2.3432 -4.8821 -0.6600 0.00 0.01 -0.03
H -1.8079 -1.7584 -3.3695 -0.02 -0.02 0.01
C -3.7163 1.1599 -3.8133 0.04 -0.02 0.04
N -3.7047 0.7785 -2.4126 0.00 0.00 -0.02
C -4.8468 0.7403 -1.6547 0.04 -0.01 0.04
C -4.8261 0.3715 -0.3665 -0.04 0.02 -0.07
C -3.5531 -0.0117 0.2448 -0.03 -0.05 -0.03
O -3.4861 -0.3857 1.4167 0.06 0.00 -0.02
N -2.4426 0.0605 -0.5534 -0.33 0.12 0.22
C -2.4936 0.4231 -1.8302 -0.21 0.01 -0.16
O -1.4615 0.4510 -2.5473 -0.11 0.03 -0.11
H -4.7123 1.5112 -4.0736 -0.03 0.00 0.02
H -3.4559 0.3132 -4.4489 0.00 0.00 -0.01
H -2.9905 1.9507 -3.9915 0.00 0.00 -0.01
H -5.7543 1.0271 -2.1696 -0.01 0.00 -0.01
H -5.7252 0.3381 0.2295 0.00 0.01 -0.02
```
Forces are in eV/Å.

Spin multiplicity ... 1
Net charge ... -1
Kohn-Sham gap ... 6.8 eV
M ... 648.42 g mol⁻¹

---

Record 6
The following is a DFT calculation (ωB97M-V/def2-TZVPD) of a 19-piece molecular cluster, C20H39Cl36F4O4P overall at a distorted geometry.

Geometry as XYZ:
```
104
Properties=species:S:1:pos:R:3:forces:R:3
O -6.9481 -3.0626 -0.0307 5.83 -1.41 1.70
P -5.4716 -3.5116 0.4337 -7.00 -0.47 -0.39
O -5.2549 -5.1500 -0.1143 -0.51 3.28 0.58
O -5.4455 -3.5744 2.2037 0.24 -1.05 -3.69
O -4.3622 -2.3515 -0.2401 0.91 -4.59 -0.62
C -3.3784 -2.9695 -1.1424 1.19 0.74 -0.16
F -2.4770 -3.8724 -0.3486 -3.16 2.18 -2.72
F -3.9668 -3.6297 -2.3421 1.77 1.52 4.39
C -2.3648 -1.7862 -1.7501 -0.94 0.97 -1.16
F -2.1709 -0.6505 -0.8197 -1.50 -4.18 -2.86
F -3.0719 -1.2938 -2.9915 2.22 -1.06 3.84
H -6.0263 -5.3218 -0.7393 1.16 0.63 0.98
H -5.9778 -4.3959 2.4954 1.04 1.64 -1.00
H -1.3198 -2.2712 -2.0534 -2.45 1.42 0.64
C -1.9426 -3.4729 3.1224 -0.36 0.26 0.01
Cl -0.2740 -3.4319 3.7049 0.07 0.08 0.02
Cl -2.3427 -5.0581 2.4501 -0.06 -0.09 0.04
H -2.6159 -3.2598 3.9562 0.26 -0.16 -0.22
H -2.0667 -2.7151 2.3450 0.15 -0.25 0.12
C -7.8772 0.1588 -0.8921 -0.01 -0.25 0.35
Cl -6.3718 0.4389 -1.7756 0.07 -0.06 0.11
Cl -9.2720 0.7326 -1.8142 -0.11 0.01 0.07
H -7.9881 -0.9127 -0.7091 0.14 0.23 -0.17
H -7.8357 0.6935 0.0600 0.00 -0.01 -0.33
C 0.3604 -7.4877 2.4919 0.02 0.45 -0.09
Cl -0.8292 -8.3932 1.5485 0.00 0.12 -0.01
Cl 1.2255 -8.5483 3.6108 0.04 0.01 0.07
H 1.0797 -7.0276 1.8100 -0.17 -0.24 0.15
H -0.1547 -6.7119 3.0634 0.09 -0.30 -0.12
C -10.0998 -3.3759 1.4526 0.14 0.44 -0.26
Cl -11.8177 -3.7755 1.3334 0.02 0.07 -0.01
Cl -9.2013 -4.6663 2.2606 0.12 -0.04 0.06
H -9.6961 -3.2373 0.4467 -0.05 -0.18 0.29
H -9.9883 -2.4522 2.0255 -0.06 -0.33 -0.04
C -4.2657 -0.3376 4.3290 -0.21 0.37 -0.08
Cl -2.5029 -0.3448 4.1967 -0.01 0.16 -0.02
Cl -4.8694 -1.9093 4.8680 0.00 0.03 0.10
H -4.5651 0.4254 5.0516 0.14 -0.29 -0.12
H -4.6949 -0.1081 3.3507 0.16 -0.18 0.21
C 1.6674 -2.0518 0.6735 0.16 -0.09 0.13
Cl 0.0799 -2.4249 -0.0087 0.17 -0.24 0.35
Cl 2.3148 -0.5530 -0.0045 -0.05 -0.17 0.03
H 1.5720 -1.9403 1.7564 -0.10 -0.01 -0.32
H 2.3539 -2.8709 0.4460 -0.45 0.27 -0.07
C 0.0039 2.8440 -1.2270 -0.34 0.20 0.13
Cl 1.7667 2.8369 -1.3593 0.20 0.12 -0.06
Cl -0.5998 1.2724 -0.6880 0.27 0.82 -0.16
H -0.2955 3.6070 -0.5044 0.27 -0.33 -0.23
H -0.4253 3.0736 -2.2053 0.19 -0.16 0.21
C -1.2315 7.0313 -0.3509 -0.05 0.32 -0.17
Cl 0.5313 7.0242 -0.4831 0.07 0.07 -0.01
Cl -1.8353 5.4597 0.1882 -0.16 0.19 0.12
H -1.5310 7.7943 0.3718 0.14 -0.28 -0.13
H -1.6608 7.2609 -1.3291 0.28 -0.24 0.35
C -7.9318 -2.5776 6.7964 0.17 -0.32 0.02
Cl -8.5818 -1.8519 8.2715 0.07 -0.09 0.03
Cl -8.3624 -1.6208 5.3736 -0.02 -0.07 -0.06
H -6.8431 -2.6284 6.8748 -0.29 0.17 -0.02
H -8.3411 -3.5846 6.6851 -0.02 0.34 0.01
C 5.0789 -3.2460 2.8120 0.46 0.03 0.04
Cl 4.4754 -2.2179 1.5066 0.64 -0.04 0.34
Cl 3.8220 -4.3485 3.3862 -0.02 -0.07 0.08
H 5.9239 -3.8317 2.4417 -0.31 0.10 0.05
H 5.4037 -2.6136 3.6417 -0.21 -0.13 -0.22
C 6.5862 0.4350 -0.8591 0.10 -0.13 -0.27
Cl 6.9115 0.2879 0.8723 0.20 0.04 -0.01
Cl 4.9907 1.1388 -1.1490 0.08 0.11 -0.15
H 7.3459 1.0779 -1.3104 -0.24 -0.10 0.16
H 6.6253 -0.5577 -1.3140 -0.17 0.38 0.26
C 9.9670 -0.5657 -2.9373 0.42 0.06 0.06
Cl 9.3634 0.4624 -4.2426 0.09 0.04 0.09
Cl 8.7100 -1.6681 -2.3631 0.22 -0.20 -0.01
H 10.8119 -1.1514 -3.3075 -0.32 0.10 0.04
H 10.2918 0.0668 -2.1075 -0.20 -0.14 -0.21
C 4.0333 5.6156 -2.7318 -0.21 -0.18 0.35
Cl 3.1261 5.9731 -4.2064 -0.09 -0.06 0.04
Cl 5.7525 5.9701 -2.9411 0.05 0.01 0.10
H 3.6408 6.2269 -1.9156 0.14 -0.08 -0.28
H 3.9154 4.5566 -2.4895 0.07 0.28 -0.19
C 8.7103 7.4361 -4.6238 -0.30 -0.21 -0.03
Cl 8.7861 8.9282 -3.6789 -0.12 -0.03 0.03
Cl 10.2436 7.1261 -5.4472 -0.05 -0.10 -0.03
H 8.4912 6.6013 -3.9536 0.18 0.26 -0.14
H 7.9177 7.5277 -5.3704 0.28 0.06 0.17
C -5.3470 7.0712 -0.7505 -0.34 -0.05 0.26
Cl -4.0823 7.9431 -1.6254 -0.25 0.24 -0.07
Cl -5.1439 5.3227 -0.9143 -0.23 0.05 0.01
H -5.2957 7.3377 0.3080 0.11 -0.10 -0.30
H -6.3210 7.3558 -1.1559 0.33 -0.10 -0.01
C 2.9117 9.7758 -4.1174 0.18 -0.34 -0.04
Cl 2.2617 10.5016 -2.6423 0.04 -0.09 0.09
Cl 2.4811 10.7326 -5.5401 0.06 -0.07 -0.06
H 4.0004 9.7251 -4.0390 -0.29 0.13 -0.01
H 2.5024 8.7688 -4.2286 0.03 0.35 0.04
C 4.0689 -8.9755 5.8336 -0.22 0.29 -0.09
Cl 5.8317 -8.9826 5.7013 0.02 0.11 -0.03
Cl 3.4652 -10.5471 6.3726 -0.11 0.06 -0.02
H 3.7695 -8.2124 6.5562 0.15 -0.28 -0.12
H 3.6396 -8.7459 4.8553 0.21 -0.16 0.25
C 6.9852 0.7186 -7.2939 0.18 -0.29 -0.01
Cl 6.3352 1.4443 -5.8188 0.00 -0.06 0.04
Cl 6.5546 1.6753 -8.7166 0.07 -0.08 -0.05
H 8.0739 0.6678 -7.2154 -0.30 0.13 -0.01
H 6.5759 -0.2885 -7.4051 0.00 0.33 0.03
```
Forces are in eV/Å.

Spin multiplicity ... 1
Net charge ... 0
Kohn-Sham gap ... 9.8 eV
M ... 1726.80 g mol⁻¹

---

- Which value of spin multiplicity does entry 4 give?
  1

---

- M of number 1 (C17H18Cl5N8O4STa)?
  788.66 g mol⁻¹

---

- What is the formula in the first record?
  C17H18Cl5N8O4STa